{
  "formula": "ClNO7Rb",
  "method": "ωB97M-V/def2-TZVPD",
  "mol_weight_g_mol": 246.92,
  "e_homo_ha": -0.1880,
  "largest_force_ev_per_a": 1.8,
  "homo_lumo_gap_ev": 5.7,
  "total_charge": -1,
  "elements": ["Rb", "Cl", "O", "O", "O", "O", "N", "O", "O", "O"],
  "xyz": [[-19.64840, -14.55102, -4.77319], [-14.29840, -18.39713, -4.10658], [-12.96210, -18.47516, -4.64434], [-15.27939, -18.25369, -5.16327], [-14.60808, -19.66572, -3.44739], [-14.37722, -17.30710, -3.16387], [-17.24343, -15.03856, -7.70582], [-18.05547, -14.98762, -8.66162], [-16.15967, -15.57129, -7.84936], [-17.56759, -14.48484, -6.61824]]
}